# 1
# C4H5NO

A molecular structure, C4H5NO (ωB97M-V with the def2-TZVPD basis set, OMol25).

Results
Kohn-Sham gap (spin up / spin down) (eV): 7.50 / 7.50
F_max (eV/Å): 3.24
Energy above the lowest of the compared OMol25 structures with the same formula, charge and spin (kcal/mol): 97.4
HOMO (spin up / spin down) (eV): -7.86 / -7.86
Total charge: 0

CARTESIAN COORDINATES (ANGSTROEM)
C1 -0.44837 0.28089 0.49615
C2 -0.29814 0.08411 1.90882
C3 -0.95023 1.32483 -0.19323
C4 0.83236 -1.00573 -0.87035
N1 0.05214 -0.93167 0.27674
O1 -0.05028 -0.27573 2.99094
H1 -0.70082 1.43374 -1.21297
H2 -1.54226 1.95999 0.34886
H3 1.91816 -1.28247 -0.86360
H4 0.30034 -1.57635 -1.63398
H5 0.88711 -0.01162 -1.24740

***

# 2
# C18H17F2NO6

C18H17F2NO6 in the gas phase (ωB97M-V with the def2-TZVPD basis set, OMol25).

Results
Kohn-Sham gap (eV): 8.34
F_max (eV/Å): 1.56
Energy above the lowest of the compared OMol25 structures with the same formula, charge and spin (kcal/mol): 15.5
HOMO (eV): -8.76
Total charge: 0
SMILES: COc1cc(/C=C/C(=O)OCC(=O)NCc2ccco2)ccc1OC(F)F

CARTESIAN COORDINATES (ANGSTROEM)
C1 3.89416 -5.07805 -1.26696
H1 4.07956 -4.62184 -0.29005
O1 2.52183 -5.32567 -1.46714
C2 1.66572 -4.28202 -1.45426
C3 2.01681 -2.95007 -1.28241
C4 1.05348 -1.93608 -1.28198
C5 -0.28797 -2.27405 -1.46073
C6 -0.65472 -3.59508 -1.63346
C7 0.30581 -4.58804 -1.63316
O2 -0.05610 -5.93293 -1.83525
C8 -0.48437 -6.59293 -0.75831
F1 -1.64350 -6.08062 -0.25508
F2 0.38154 -6.54152 0.28288
H2 -0.66101 -7.64702 -1.02016
H3 -1.68994 -3.86855 -1.76568
H4 -1.04762 -1.51061 -1.46351
C9 1.50086 -0.57090 -1.09291
C10 0.74590 0.53485 -1.05150
C11 1.37085 1.84739 -0.85417
O3 2.55064 2.05622 -0.72093
O4 0.43006 2.81953 -0.83880
C12 0.86758 4.15596 -0.65089
H5 0.49899 4.75873 -1.48584
H6 1.96399 4.18670 -0.64711
C13 0.36135 4.77831 0.65290
O5 0.57553 5.94041 0.91559
N1 -0.29595 3.92624 1.45945
H7 -0.50547 2.99927 1.12031
C14 -0.91994 4.35034 2.69880
C15 -2.40855 4.34236 2.58769
C16 -3.29614 5.31314 2.22846
C17 -4.57712 4.70905 2.25673
C18 -4.37154 3.41685 2.62517
O6 -3.06390 3.18219 2.82485
H8 -5.04513 2.59705 2.77728
H9 -5.51463 5.17534 2.03453
H10 -3.06275 6.32769 1.98006
H11 -0.60546 3.68050 3.50507
H12 -0.56473 5.36453 2.89334
H13 -0.32638 0.53720 -1.16231
H14 2.56885 -0.43262 -0.97014
H15 3.05027 -2.67666 -1.13938
H16 4.37416 -6.05410 -1.30517
H17 4.30498 -4.44049 -2.05579

***

# 3
# F4N2O8RbS4

A molecular structure, F4N2O8RbS4 (ωB97M-V with the def2-TZVPD basis set, OMol25).

Results
Kohn-Sham gap (eV): 8.05
F_max (eV/Å): 5.71
Energy above the lowest of the compared OMol25 structures with the same formula, charge and spin (kcal/mol): 34.4
HOMO (eV): -6.95
Total charge: -1

CARTESIAN COORDINATES (ANGSTROEM)
Rb1 -7.98114 8.43207 -23.12690
N1 -9.75244 11.79993 -26.87674
S1 -10.64220 12.62571 -25.88924
O1 -10.29856 12.52271 -24.48614
O2 -12.02711 12.83478 -26.25466
F1 -10.02620 14.08265 -26.24218
S2 -10.27680 10.29505 -26.33882
O3 -11.67430 10.02127 -26.50828
O4 -9.59749 9.71055 -25.22138
F2 -9.62273 9.46067 -27.53514
N2 -10.15524 8.84044 -21.45934
S3 -10.11688 8.34578 -19.80683
O5 -10.55956 7.01653 -19.51471
O6 -10.28788 9.43699 -18.90377
F3 -8.51367 8.11651 -19.77945
S4 -11.57113 8.26869 -21.77410
O7 -12.66556 8.76532 -20.97674
O8 -11.65269 6.88494 -22.16876
F4 -11.75873 9.01898 -23.17806

***

# 4
# C6H12NO3P

C6H12NO3P in the gas phase (ωB97M-V with the def2-TZVPD basis set, OMol25).

Results
Kohn-Sham gap (spin up / spin down) (eV): 7.43 / 6.65
F_max (eV/Å): 3.84
Energy above the lowest of the compared OMol25 structures with the same formula, charge and spin (kcal/mol): 0.0
HOMO (spin up / spin down) (eV): -8.91 / -8.40
Total charge: 0

CARTESIAN COORDINATES (ANGSTROEM)
C1 -2.79578 0.07169 0.71282
C2 -2.73474 0.47959 -0.77905
C3 -1.43761 0.03630 -1.43697
C4 -0.39958 1.07577 -1.59470
C5 2.36676 -0.74662 1.42295
C6 1.19341 0.28190 1.62893
N1 -2.16765 0.92650 1.50842
O1 -3.31212 -0.95441 1.15680
O2 0.28206 3.47986 -0.25101
O3 1.38523 1.44218 0.73777
P1 0.16925 2.03906 -0.04283
H1 -3.52798 0.04506 -1.42721
H2 -2.88460 1.55797 -0.73083
H3 -1.23122 -0.96448 -1.04560
H4 -1.86886 -0.23965 -2.41298
H5 0.47117 0.58174 -1.84953
H6 -0.48508 1.71834 -2.44694
H7 3.28390 -0.26870 1.25913
H8 2.48678 -1.21446 2.37997
H9 2.26551 -1.25938 0.39118
H10 1.29213 0.83054 2.69097
H11 0.15702 -0.07518 1.41821
H12 -1.77566 0.62566 2.38508